Entry 1:
Computed, not measured: C40H54BF3FeGeN4O7S as an isolated structure in a non-equilibrium geometry, with ωB97M-V/def2-TZVPD.

Calculated values
Orbital gap (alpha / beta)   6.619 / 7.498 eV
<S²>   6.012
Spin multiplicity   5
Lowest unoccupied orbital energy (alpha / beta)   0.19 / 0.19 eV
E   -6365.649176 a.u.
HOMO level (alpha / beta)   -6.43 / -7.31 eV

Geometry as XYZ:
```
112
Properties=species:S:1:pos:R:3:lowdin_spin:R:1
C -4.91 -0.60 5.40 0.000
H 0.03 -5.78 -0.79 0.000
H 1.09 1.62 -3.21 0.001
H 0.36 -1.74 5.04 0.000
H -0.67 -1.70 1.96 0.000
C 2.52 -1.73 0.76 0.006
O 0.16 0.47 3.42 0.000
H 2.70 -0.44 2.95 0.000
C 2.06 1.16 -3.04 0.006
H -1.31 -0.81 -4.57 0.001
C -3.52 -1.87 -1.68 0.001
C 1.94 -6.19 -1.73 0.000
N 1.40 0.70 -6.03 0.000
H 5.49 -0.21 -2.20 0.000
B 0.64 -1.82 -1.88 0.055
F 2.10 1.69 1.33 0.003
N 2.36 0.92 -1.76 0.024
H -2.84 0.67 2.22 0.000
H -2.25 -3.91 7.30 0.000
H -1.23 -1.39 5.70 0.000
C -0.35 2.96 -1.32 0.012
H -4.10 2.91 -2.10 0.000
C -0.82 0.02 -5.08 0.001
C -2.33 1.73 -1.83 0.009
H -0.77 -4.34 8.17 0.000
H 0.58 -3.95 6.11 0.000
H -4.76 -2.89 -3.10 0.000
H 3.84 -6.33 -2.71 0.000
C -3.82 0.35 -3.28 0.000
H 0.58 -1.19 -6.18 0.000
H -5.28 -1.15 6.27 0.000
H -2.23 -1.44 0.45 0.000
C -4.44 -0.83 -3.64 0.001
N -2.16 -0.61 -0.12 0.027
C 0.38 2.55 -7.34 0.000
C -4.51 -1.57 4.30 0.000
H -2.96 0.65 3.96 0.000
C 0.96 -4.04 -1.65 0.004
H -0.47 2.57 -6.66 0.000
H 1.11 3.28 -7.01 0.000
C 3.70 -0.76 2.67 0.000
C -3.04 2.93 -1.89 0.002
C -2.90 -0.68 -1.32 0.003
H 1.11 -0.76 -4.57 0.001
S -0.20 1.69 2.60 0.003
C 2.54 1.22 -5.51 0.000
C 4.51 0.16 -2.48 0.001
H 1.92 -7.25 -1.49 0.000
H 0.33 0.43 -7.78 0.000
H -0.55 5.10 -1.17 0.000
H 4.14 -1.31 3.49 0.000
H -4.98 -0.27 2.64 0.000
C 2.91 0.88 -4.09 0.001
C -1.05 4.16 -1.36 0.003
H 5.31 -2.78 1.92 0.000
H 3.95 -3.90 -3.28 0.000
H -5.34 -2.26 4.11 0.000
C -0.95 1.72 -1.54 0.043
H -3.42 -2.73 -1.03 0.000
C -4.28 -1.95 -2.83 0.000
H -5.71 0.07 5.06 0.000
H -4.07 0.01 5.73 0.000
H -2.13 -3.52 4.77 0.000
H -3.98 -1.65 2.21 0.000
C -1.04 -3.37 4.83 0.000
Ge -1.16 -0.95 3.19 0.000
H 1.92 1.19 -7.98 0.000
C 0.61 -0.38 -5.45 0.001
C 3.57 0.43 -1.50 0.004
C 4.87 -2.23 1.08 0.001
O 0.09 -3.03 -1.37 0.011
H 4.31 0.12 2.46 0.000
C 3.10 -4.32 -2.75 0.000
H 5.58 -1.48 0.75 0.000
C -0.50 -4.13 6.04 0.000
F 1.30 3.65 1.76 0.000
O 3.27 1.96 -6.16 0.000
N 3.62 -1.61 1.50 0.003
Fe 0.35 0.19 -0.66 3.702
C 1.02 1.16 -7.36 0.000
H -1.40 0.28 -5.97 0.000
H 4.68 -2.93 0.27 0.000
O 1.46 -1.13 0.94 0.023
C 2.05 -3.52 -2.35 0.003
C -0.72 -1.88 4.88 0.000
H 3.79 0.26 -0.45 0.000
C 0.88 -5.38 -1.33 0.000
O 1.87 -2.18 -2.51 0.010
H 2.63 -2.45 -0.06 0.000
H 0.04 2.82 -8.33 0.000
H -3.92 1.22 -3.92 0.000
F 2.21 2.49 3.34 0.000
H 0.72 3.00 -1.13 0.003
H 4.88 0.19 -4.60 0.000
H -0.61 -3.80 3.92 0.000
C -2.90 0.01 3.08 0.000
C -4.14 -0.89 2.98 0.000
C 1.46 2.43 2.24 0.000
H -0.63 -5.20 5.87 0.000
H -3.66 -2.17 4.63 0.000
H -0.82 0.87 -4.40 0.000
O -0.92 2.65 3.35 0.002
H -2.98 5.06 -1.67 0.000
C 4.18 0.39 -3.80 0.002
H -1.00 -2.69 7.59 0.000
C 3.03 -5.67 -2.42 0.000
C -3.03 0.46 -2.14 0.003
C -1.17 -3.74 7.35 0.000
H -2.28 0.26 0.37 0.001
C -2.41 4.14 -1.64 0.001
H -5.03 -0.89 -4.54 0.000
O -0.70 1.31 1.30 0.020
```

---

Entry 2:
Computed, not measured: C38H34BaN4O2PS2Se2 as an isolated structure, with ωB97M-V/def2-TZVPD.

Calculated values
Orbital gap   7.353 eV
Energy relative to the best compared isomer or geometry (same formula, charge and spin)   0.021 eV
Spin multiplicity   1
Lowest unoccupied orbital energy   -2.80 eV
E   -7804.084314 a.u.
Net charge   +1
HOMO level   -10.15 eV

Geometry as XYZ:
```
84
Properties=species:S:1:pos:R:3:lowdin_charge:R:1
H -1.21 -4.26 1.49 0.110
H 4.52 -2.37 -4.37 0.122
S 1.23 -0.99 -4.02 0.887
C -4.79 3.37 -2.33 -0.041
H -3.55 -1.04 2.71 0.092
P -1.21 -1.41 1.07 0.119
C -0.66 -3.81 2.31 -0.093
H 3.63 -1.85 -5.82 0.126
C 3.21 -1.49 1.14 -0.041
N 1.10 3.31 0.64 0.024
C 2.12 3.16 1.48 -0.179
H 1.08 -4.70 5.07 0.107
C 4.27 0.53 0.08 -0.233
C 1.24 4.79 2.96 0.000
H 4.76 0.78 -0.87 0.144
C -1.00 4.27 -0.01 -0.339
H -5.88 -1.78 2.49 0.108
C -4.65 -3.12 -0.36 -0.083
Se -1.25 0.68 1.65 0.191
O 4.27 2.16 1.79 0.029
H -6.60 -3.10 0.52 0.106
H 2.35 -3.27 1.98 0.094
C 4.01 -0.96 0.14 -0.198
H 6.04 1.49 0.99 0.134
C -5.66 1.14 -2.19 -0.071
C -2.48 3.99 -1.63 -0.229
H -6.78 2.83 -2.90 0.108
H -4.95 -3.70 -1.22 0.108
C 2.99 -2.86 1.21 -0.069
C 2.36 -2.40 -4.14 -0.393
N 3.70 -0.44 -4.27 -0.046
N 3.01 1.31 0.14 0.058
C -5.83 2.48 -2.51 -0.068
H -2.60 -2.97 -1.00 0.052
H -4.28 -0.33 -1.43 0.095
C 3.58 -3.70 0.28 -0.070
C -3.33 -2.71 -0.23 -0.132
N -1.29 3.46 -0.95 0.021
C -5.57 -2.78 0.62 -0.074
H -0.63 5.64 2.32 0.129
C 0.14 4.18 0.95 -0.192
C 2.55 0.14 -3.99 -1.184
H -4.94 4.41 -2.59 0.120
C 0.63 -4.07 4.32 -0.078
C -3.39 1.61 -1.53 -0.043
H 2.73 -0.85 1.87 0.119
C -0.52 -2.42 2.40 -0.414
H 5.23 -1.39 -1.57 0.107
O -1.80 5.33 0.19 0.027
H 1.29 5.37 3.88 0.124
C 2.24 3.89 2.66 0.041
C 0.76 -2.69 4.41 -0.081
H 0.26 -0.79 3.52 0.057
H 1.94 -3.16 -4.79 0.088
H 4.52 0.14 -4.39 0.147
C -2.92 -1.97 0.87 -0.418
C 4.38 -3.18 -0.72 -0.085
C -2.92 5.16 -0.73 -0.044
C -4.44 0.71 -1.70 -0.050
C -3.86 -1.64 1.85 -0.101
H -0.19 -5.70 3.19 0.108
H -3.80 4.94 -0.13 0.140
Se -0.09 -1.83 -0.74 0.146
H 2.53 -2.83 -3.15 0.069
C -0.08 -4.63 3.26 -0.073
H -3.04 6.11 -1.25 0.135
S 2.26 1.75 -3.66 0.501
C -5.17 -2.04 1.73 -0.069
H -2.47 1.19 -1.13 0.016
H 5.20 0.35 2.08 0.135
C -3.56 2.95 -1.83 -0.184
H -6.47 0.44 -2.32 0.108
C 4.60 -1.81 -0.79 -0.045
H 3.09 3.74 3.31 0.129
H -2.15 4.37 -2.60 0.160
C 0.16 4.95 2.10 0.041
C 3.14 2.15 1.08 -0.337
C 5.08 1.07 1.27 -0.038
C 3.65 -1.83 -4.73 -0.200
C 0.18 -1.87 3.45 -0.123
Ba 0.39 1.24 -0.99 1.311
H 4.86 -3.83 -1.44 0.106
H 3.41 -4.77 0.33 0.110
H 1.30 -2.25 5.23 0.107
```

---

Entry 3:
Computed, not measured: C30H30PReS2 as an isolated structure in a non-equilibrium geometry, with ωB97M-V/def2-TZVPD.

Calculated values
Orbital gap (alpha / beta)   6.289 / 6.672 eV
<S²>   0.775
Spin multiplicity   2
Lowest unoccupied orbital energy (alpha / beta)   -4.60 / -4.16 eV
E   -2376.973401 a.u.
Net charge   +1
HOMO level (alpha / beta)   -10.89 / -10.83 eV

Geometry as XYZ:
```
64
Properties=species:S:1:pos:R:3:nbo_charge:R:1
C -1.29 1.45 -4.66 -0.442
S -0.66 -1.06 -2.77 -0.300
C -2.23 -2.68 0.73 -0.645
C 6.59 -1.22 -1.61 -0.231
C 2.21 1.92 -4.45 -0.195
C -2.19 2.45 -4.34 -0.186
H -2.66 2.91 1.62 0.242
H -3.46 3.00 -7.42 0.228
H 0.81 -1.01 3.05 0.233
H 3.94 2.87 -5.29 0.230
H -0.68 1.82 3.37 0.236
C -2.59 -0.14 0.29 -0.029
H 3.38 -1.26 -6.28 0.228
H -3.75 0.55 -1.36 0.232
H -0.52 0.16 -6.18 0.215
C 3.10 -1.05 -0.44 0.261
C 1.48 0.74 -4.35 -0.329
H 7.17 -0.96 -2.49 0.226
C 4.48 -1.32 -0.46 -0.234
C -0.02 -1.56 2.62 -0.632
Re -0.01 -0.20 -0.55 0.830
C 1.91 -0.41 -5.00 -0.223
H -3.84 -1.20 -1.06 0.235
H -3.00 -2.85 1.48 0.240
H -2.63 -2.97 -0.24 0.235
C -2.54 2.43 0.65 -0.660
H -3.69 3.78 -5.09 0.226
C 5.12 -1.84 0.67 -0.139
H 4.67 0.84 -6.49 0.227
C 3.78 0.81 -5.88 -0.182
C -3.79 -0.22 -0.58 -0.651
C 3.36 1.95 -5.21 -0.202
C -0.74 -0.74 1.60 -0.121
C -0.11 1.67 2.45 -0.643
H 0.87 1.28 2.71 0.235
C -1.82 -1.25 0.77 -0.018
C 5.23 -1.01 -1.61 -0.089
C 1.90 -0.77 -0.41 -0.475
H -3.50 2.44 0.14 0.235
C -2.02 1.05 0.81 0.044
C 3.06 -0.37 -5.77 -0.195
H -1.84 3.04 0.07 0.242
H 1.87 2.81 -3.93 0.228
C -1.21 0.96 -5.96 -0.125
S 0.06 1.96 -1.80 -0.316
C -0.85 0.71 1.58 -0.052
H -1.39 -3.33 0.97 0.234
C -2.00 1.51 -6.95 -0.214
H 0.35 -2.48 2.18 0.231
C -2.98 3.00 -5.33 -0.190
H 4.73 -0.61 -2.48 0.216
H 1.35 -1.33 -4.90 0.233
H -0.72 -1.82 3.42 0.233
C -2.87 2.55 -6.64 -0.174
H -4.70 -0.07 -0.01 0.240
H 8.29 -1.90 -0.50 0.227
H -1.93 1.14 -7.96 0.228
P -0.10 0.79 -3.46 1.196
H 4.54 -2.07 1.54 0.224
H -2.26 2.82 -3.32 0.228
C 6.49 -2.04 0.65 -0.213
H 6.98 -2.42 1.53 0.229
C 7.23 -1.74 -0.49 -0.155
H 0.02 2.63 1.96 0.233
```

---

Entry 4:
Computed, not measured: one molecule with the formula C2H2N4O2 in a non-equilibrium geometry, with ωB97M-V/def2-TZVPD.

Calculated values
Orbital gap   8.071 eV
SMILES   Nc1nnc(=O)on1
Energy relative to the best compared isomer or geometry (same formula, charge and spin)   6.300 eV
Spin multiplicity   1
Lowest unoccupied orbital energy   -1.52 eV
E   -446.741207 a.u.
HOMO level   -9.59 eV

Geometry as XYZ:
```
10
Properties=species:S:1:pos:R:3:nbo_charge:R:1
O -1.81 0.14 0.64 -0.310
N -1.09 -0.06 -0.64 -0.140
N 1.16 -0.49 -1.65 -0.856
H 2.03 -1.00 -1.33 0.444
N 0.43 0.30 1.55 -0.094
C 0.23 -0.13 -0.60 0.428
O -1.52 0.83 2.63 -0.500
H 0.71 -0.34 -2.71 0.439
C -1.03 0.56 1.63 0.766
N 0.90 0.20 0.47 -0.176
```